Entry 1:
# C42H34BFN7O7STc

A molecular structure, C42H34BFN7O7STc (ωB97M-V/def2-TZVPD, the Open Molecules 2025 dataset).

The molar mass comes out at 908.65 g mol⁻¹. The HOMO-LUMO gap (spin up / spin down) comes out at 7.2 / 7.3 eV. The energy above the lowest of the compared OMol25 structures with the same formula, charge and spin is 0.0 kcal/mol. The spin multiplicity is 4. As for the net charge: -1.

Each line ends with the Löwdin spin population.
Element x y z (Å)
1 Tc 0.08232 0.37572 1.08106  2.59
2 C 2.24354 -6.11322 4.72997  0.00
3 C 1.33074 -6.50621 3.57038  0.00
4 C 1.95791 -7.62936 2.76235  0.00
5 C 1.11922 -7.95498 1.53908  0.00
6 C 0.98195 -6.72540 0.68482  0.00
7 C 0.90735 -6.80037 -0.68722  0.00
8 C 0.74462 -5.64209 -1.43813  0.00
9 F 0.69567 -5.75871 -2.78222  0.00
10 C 0.62544 -4.41555 -0.85562  0.00
11 C 0.69342 -4.31831 0.53838  0.00
12 C 0.50097 -2.99100 1.16703  0.00
13 O 0.27947 -2.01012 0.46051  0.03
14 C 0.58432 -2.98399 2.60123  0.00
15 C 0.84443 -4.13620 3.26380  0.00
16 N 1.04907 -5.34376 2.69470  0.00
17 C 0.91183 -5.46514 1.30804  0.00
18 C 0.41931 -1.75683 3.45036  0.01
19 O 0.39489 -1.87677 4.66784  0.01
20 O 0.32638 -0.63210 2.83631  0.05
21 H 2.67755 -7.01505 5.16267  0.00
22 H 1.71684 -5.58683 5.52400  0.00
23 H 3.05513 -5.47607 4.37480  0.00
24 H 0.37547 -6.86046 3.97164  0.00
25 H 2.05846 -8.49733 3.41448  0.00
26 H 2.96337 -7.32687 2.45180  0.00
27 H 0.12608 -8.28360 1.86361  0.00
28 H 1.55447 -8.77085 0.96131  0.00
29 H 0.97066 -7.75907 -1.18915  0.00
30 H 0.48353 -3.51747 -1.43957  0.00
31 H 0.91216 -4.07935 4.34026  0.00
32 O 4.12320 -0.13590 0.34796  0.02
33 C 3.11150 0.52472 0.45425  0.02
34 O 1.93287 -0.02702 0.59215  0.10
35 C 3.18599 2.02360 0.42209  0.01
36 C 4.27262 2.58569 -0.24378  0.00
37 C 4.46945 3.95380 -0.26611  0.00
38 C 3.56532 4.78295 0.38903  0.00
39 C 2.47944 4.23875 1.04842  0.00
40 C 2.28110 2.85383 1.08214  0.01
41 S 0.93432 2.32020 2.08393  0.01
42 H 4.96908 1.91173 -0.72566  0.00
43 H 5.31379 4.37580 -0.79795  0.00
44 H 3.69737 5.85830 0.37148  0.00
45 H 1.76279 4.87683 1.55242  0.00
46 B -3.89239 0.59991 0.54065  0.00
47 N -3.08476 0.83610 1.86257  0.01
48 C -3.75558 1.16624 2.96703  0.02
49 C -2.86563 1.43175 3.99068  0.01
50 C -1.62595 1.21971 3.41652  0.01
51 N -1.75456 0.87223 2.12343  0.00
52 N -3.11794 -0.25899 -0.48669  0.00
53 C -3.67301 -0.70566 -1.62364  0.00
54 C -2.71567 -1.40031 -2.33430  0.00
55 C -1.57752 -1.32667 -1.52739  0.00
56 N -1.82869 -0.64349 -0.40797  0.04
57 H -4.89850 -0.00083 0.86719  0.00
58 H -4.17919 1.67795 0.05400  0.00
59 H -4.83293 1.18986 2.94337  0.00
60 H -3.08093 1.70323 5.00993  0.00
61 H -0.65963 1.25552 3.88607  0.00
62 H -4.70973 -0.50100 -1.84209  0.00
63 H -2.81574 -1.87049 -3.29834  0.00
64 H -0.58469 -1.69462 -1.71241  0.00
65 O 1.10629 0.10963 -2.11504  0.01
66 C 0.41307 1.07820 -1.90156  0.01
67 N -0.07332 1.92444 -2.87155  0.00
68 C -0.61945 3.13994 -2.31442  0.00
69 C -0.73701 2.70964 -0.81990  0.01
70 O -1.32370 3.36620 0.00361  0.02
71 N -0.06052 1.52077 -0.65413  0.01
72 C -1.96997 3.44393 -2.94941  0.00
73 C -3.10520 2.77022 -2.51486  0.00
74 C -4.32676 2.97277 -3.13684  0.00
75 C -4.42777 3.84698 -4.21179  0.00
76 C -3.29650 4.51231 -4.66122  0.00
77 C -2.07432 4.31353 -4.02976  0.00
78 C 0.33305 4.33543 -2.36852  0.00
79 C 1.62887 4.22236 -2.85207  0.00
80 C 2.44950 5.34324 -2.93495  0.00
81 C 1.98999 6.57951 -2.51256  0.00
82 C 0.70820 6.68867 -1.98438  0.00
83 C -0.11415 5.57664 -1.91498  0.00
84 H 0.32108 1.87784 -3.79585  0.00
85 H -3.04400 2.08456 -1.68093  0.00
86 H -5.19967 2.44646 -2.77030  0.00
87 H -5.38358 4.01021 -4.69544  0.00
88 H -3.36290 5.19306 -5.50147  0.00
89 H -1.19667 4.84384 -4.38120  0.00
90 H 2.01298 3.25889 -3.16569  0.00
91 H 3.45545 5.23903 -3.32204  0.00
92 H 2.63199 7.45021 -2.57477  0.00
93 H 0.34620 7.64673 -1.63039  0.00
94 H -1.11356 5.65833 -1.50508  0.00

Forces on atoms 1 to 2 (eV/Å):
Tc 0.37 0.09 -0.05
C -0.01 0.00 0.00


Entry 2:
# C42H34CeCl2N9O8

A molecular structure, C42H34CeCl2N9O8 at a distorted geometry (ωB97M-V/def2-TZVPD, the Open Molecules 2025 dataset).

The molar mass comes out at 1003.81 g mol⁻¹. The HOMO-LUMO gap (spin up / spin down) comes out at 7.0 / 7.5 eV. The spin multiplicity is 2. As for the net charge: 0.

Each line ends with the Löwdin spin population.
Element x y z (Å)
1 Ce 0.29128 0.74791 0.27195  0.96
2 O 0.83514 -1.29685 1.29691  0.00
3 C 0.19343 -1.61562 0.27462  0.01
4 O -0.94869 -1.13181 0.05743  0.00
5 C 0.81245 -2.48792 -0.82601  0.00
6 C -0.27170 -2.72931 -1.89560  0.00
7 C 0.15408 -3.87033 -2.82021  0.00
8 C 1.30242 -3.19111 -3.58419  0.00
9 C 1.20817 -1.74454 -3.04572  0.00
10 O -0.16042 -1.58081 -2.72081  0.00
11 C 1.87646 -1.69336 -1.66102  0.00
12 C 1.96940 -0.24698 -1.14714  0.01
13 O 2.55746 -0.00334 -0.07843  0.01
14 O 1.33784 0.65508 -1.76599  0.01
15 H 1.23541 -3.39575 -0.39637  0.00
16 H -1.27492 -2.79345 -1.48278  0.00
17 H -0.67018 -4.12594 -3.48483  0.00
18 H 0.45085 -4.75816 -2.26958  0.00
19 H 1.13813 -3.21832 -4.65982  0.00
20 H 2.27286 -3.63094 -3.36479  0.00
21 H 1.53368 -0.96759 -3.73673  0.00
22 H 2.86053 -2.16094 -1.62785  0.00
23 C -4.21941 2.69860 3.59214  0.00
24 N -3.08610 1.91783 3.16409  0.00
25 C -2.65206 1.66796 1.92265  0.00
26 N -1.45967 1.09781 1.97370  0.00
27 C -1.20694 1.01263 3.30557  0.00
28 N -2.17166 1.50372 4.04011  0.00
29 C -3.86405 4.16279 3.46630  0.00
30 C -3.74921 4.97505 4.58552  0.00
31 C -3.35879 6.30044 4.45207  0.00
32 C -3.06778 6.82062 3.20618  0.00
33 C -3.18844 6.01007 2.07930  0.00
34 C -3.58207 4.68362 2.21482  0.00
35 C -2.95079 6.54923 0.76092  0.00
36 N -2.88133 7.80308 0.41946  0.00
37 N -2.74228 7.84498 -0.90970  0.00
38 C -2.71922 6.61441 -1.33530  0.00
39 O -2.85628 5.73930 -0.31547  0.00
40 C -2.56182 6.14138 -2.69003  0.00
41 C -2.56563 7.03865 -3.75360  0.00
42 C -2.37522 6.56667 -5.03942  0.00
43 C -2.21791 5.20914 -5.26891  0.00
44 C -2.24906 4.30432 -4.21197  0.00
45 C -2.09006 2.82750 -4.51092  0.00
46 N -2.14061 2.00981 -3.33602  0.00
47 C -1.12438 1.75354 -2.50697  0.00
48 N -1.56104 1.07435 -1.46000  0.00
49 C -2.88405 0.93176 -1.71585  0.00
50 N -3.26610 1.49806 -2.83431  0.00
51 C -2.40265 4.77616 -2.92052  0.00
52 H -4.41903 2.44954 4.63427  0.00
53 H -5.09225 2.44678 2.98325  0.00
54 H -3.20033 1.88136 1.02387  0.00
55 H -0.31290 0.57489 3.71504  0.00
56 H -3.96489 4.56363 5.56027  0.00
57 H -3.26954 6.92210 5.33019  0.00
58 H -2.75314 7.84358 3.07734  0.00
59 H -3.66327 4.07048 1.33136  0.00
60 H -2.69426 8.08724 -3.54297  0.00
61 H -2.34990 7.25239 -5.87243  0.00
62 H -2.07156 4.84223 -6.27445  0.00
63 H -1.11772 2.66371 -4.98351  0.00
64 H -2.87743 2.49803 -5.19356  0.00
65 H -0.10709 2.04232 -2.69471  0.00
66 H -3.55164 0.38041 -1.08271  0.00
67 H -2.39015 4.11086 -2.07046  0.00
68 Cl 3.84202 8.07476 0.64742  0.00
69 C 3.49719 7.77394 2.31684  0.00
70 C 4.15766 8.53641 3.26400  0.00
71 C 3.97093 8.29609 4.61274  0.00
72 C 3.10737 7.29242 5.01775  0.00
73 C 2.44339 6.54373 4.06808  0.00
74 Cl 1.35492 5.28378 4.57399  0.00
75 C 2.61519 6.74713 2.68841  0.00
76 N 2.01329 5.89565 1.80298  0.00
77 C 1.53197 6.20377 0.52954  0.00
78 C 0.86291 7.40189 0.29112  0.00
79 C 0.36245 7.68271 -0.96640  0.00
80 C 0.54320 6.77521 -1.99862  0.00
81 C 1.19977 5.57981 -1.76209  0.00
82 C 1.68169 5.26889 -0.50058  0.00
83 C 2.29154 3.93126 -0.20820  0.00
84 C 1.20219 3.01826 0.36422  0.00
85 O 1.41762 2.35572 1.40525  0.00
86 O 0.09053 2.96379 -0.22321  0.00
87 H 4.84249 9.30091 2.93605  0.00
88 H 4.49845 8.88277 5.34550  0.00
89 H 2.94752 7.08912 6.06381  0.00
90 H 1.76956 4.98596 2.17104  0.00
91 H 0.72161 8.10183 1.10439  0.00
92 H -0.18361 8.60063 -1.13665  0.00
93 H 0.17793 7.00360 -2.98787  0.00
94 H 1.34081 4.86820 -2.56260  0.00
95 H 3.11200 3.97914 0.50817  0.00
96 H 2.63748 3.45462 -1.12842  0.00

Forces on atoms 1 to 2 (eV/Å):
Ce -1.97 1.01 1.51
O 0.21 -0.86 0.43